1.
The following is a DFT calculation (wB97M-V/def2-TZVPD) of C6H6 in the gas phase.

Cartesian coordinates (Å):
C: -1.1549 2.7846 -0.1062
C: -0.9150 1.6440 0.1963
C: -0.5780 0.2517 0.5055
C: 0.6059 -0.2246 -0.3586
C: 0.8971 -1.6496 -0.1832
C: 1.1141 -2.8280 -0.0653
H: -1.3715 3.7959 -0.3719
H: -1.4460 -0.3919 0.3233
H: -0.3269 0.1517 1.5676
H: 0.3753 -0.0351 -1.4129
H: 1.4907 0.3755 -0.1184
H: 1.3092 -3.8741 0.0238

Computed properties:
energy above the lowest of the compared OMol25 structures with the same formula, charge and spin = 85.27 kcal/mol
total charge = 0
SMILES = C#CCCC#C
E_HOMO = -10.02 eV
HOMO-LUMO gap = 0.4038 Ha
total energy = -232.09044 Eh


2.
The following is a DFT calculation (wB97M-V/def2-TZVPD) of a gas-phase ion, C11H16N3 (charge +1).

Cartesian coordinates (Å):
C: -4.0172 0.1336 0.6872
C: -3.6923 -0.6436 -0.4441
C: -3.1146 1.1454 1.0806
C: -2.4604 -0.4999 -1.0896
C: -1.8670 1.2731 0.4296
C: -1.4838 0.4228 -0.5977
C: 1.8184 1.1412 -0.1811
C: 1.9724 -0.3123 0.2711
C: 1.1441 -1.1052 -0.6292
C: 3.3878 -0.8206 0.3308
C: 0.4099 -2.1218 0.0287
N: -0.2370 0.5864 -1.2079
N: 0.5770 1.4813 -0.5853
N: 2.7099 2.0662 0.1392
H: -4.9831 -0.1953 1.2028
H: -4.5465 -1.2844 -0.7831
H: -3.2627 1.9318 1.7458
H: -2.1894 -1.2068 -1.9339
H: -1.3255 2.2476 0.6346
H: 1.4562 -0.4225 1.3228
H: 1.1619 -0.9991 -1.6463
H: 3.8841 -0.3131 1.1563
H: 3.8633 -0.4522 -0.5344
H: 3.4170 -1.8392 0.5019
H: 1.0615 -3.1080 -0.0631
H: -0.6107 -2.3306 -0.3905
H: 0.2547 -1.9998 1.0354
H: 0.4537 2.4582 -0.9054
H: 3.4902 1.7638 0.6870
H: 2.7282 3.0030 -0.2621

Computed properties:
energy above the lowest of the compared OMol25 structures with the same formula, charge and spin = 90.44 kcal/mol
total charge = +1
E_HOMO (spin up / spin down) = -11.12 / -11.11 eV
HOMO-LUMO gap (spin up / spin down) = 0.2568 / 0.2567 Ha
total energy = -592.64173 Eh


3.
The following is a DFT calculation (wB97M-V/def2-TZVPD) of a molecular structure, C7H21GaIOP2.

Cartesian coordinates (Å):
Ga: -0.0140 -0.0628 -0.1718
H: -0.2627 0.7829 1.8319
H: 0.3661 0.3226 1.9581
P: -1.8053 1.4485 -0.4464
P: 1.9415 -1.3319 0.1889
C: 1.7950 -3.1469 0.1063
H: 2.7879 -3.6284 0.0539
H: 1.2677 -3.5110 0.9892
H: 1.2241 -3.4272 -0.7823
C: 3.0020 -0.9019 -1.2450
H: 3.2135 0.1692 -1.2301
H: 3.9580 -1.4554 -1.2374
H: 2.4680 -1.1289 -2.1732
C: 3.0449 -1.0441 1.6233
H: 2.5595 -1.3862 2.5434
H: 4.0065 -1.5836 1.5078
H: 3.2678 0.0236 1.7249
C: -1.4587 2.2196 -2.0742
H: -2.2219 2.9677 -2.3532
H: -0.4824 2.7067 -2.0436
H: -1.4263 1.4431 -2.8444
C: -3.4980 0.7941 -0.6115
H: -3.8385 0.4134 0.3520
H: -4.1998 1.5729 -0.9608
H: -3.5033 -0.0272 -1.3315
C: -2.0022 2.8955 0.6618
H: -1.0480 3.4217 0.7770
H: -2.7424 3.6177 0.2611
H: -2.3370 2.5651 1.6506
C: -1.3980 -1.7714 0.5198
O: -1.9328 -2.6374 -0.0759
H: 0.9349 1.2084 -0.2455
I: -1.6660 -1.5283 3.0767

Computed properties:
total charge = +1
E_HOMO = -11.02 eV
HOMO-LUMO gap = 0.2232 Ha
total energy = -3259.42042 Eh


4.
The following is a DFT calculation (wB97M-V/def2-TZVPD) of 22 unconnected molecules or ions with the total composition C45H44Cl63NO3.

Cartesian coordinates (Å):
C: -2.6380 5.2728 2.1974
C: -1.5235 5.3815 2.6734
C: -0.0415 5.1695 3.0900
C: 0.3889 3.6554 2.9039
C: 1.7492 3.2441 3.2829
C: 2.2254 1.8419 3.1803
C: 1.2798 0.8469 2.6797
C: -0.0778 1.2854 2.2635
C: -0.5501 2.6600 2.3578
C: -1.0429 0.1706 1.7234
O: -1.7367 0.3277 0.7375
C: -0.9859 -1.1698 2.5400
C: -2.1800 -1.9515 2.9065
C: -3.5961 -1.4392 2.4970
C: -4.4053 -2.4364 1.5607
C: -4.3394 -1.8456 0.0820
C: -5.3049 -0.6148 -0.1107
N: -4.6316 0.5733 -0.7516
C: -4.9461 1.8497 -0.0523
C: -5.0488 0.7236 -2.1380
C: -4.0492 0.3816 -3.3072
O: -6.1653 1.0807 -2.4800
C: -1.9614 -3.1947 3.6947
C: -0.5987 -3.6341 4.0609
C: 0.5896 -2.8480 3.6976
C: 0.3785 -1.6158 2.9388
C: 1.5872 -0.6882 2.5439
O: 2.6575 -1.1269 2.1714
H: -3.6193 4.9618 1.7873
H: 0.6613 5.8353 2.5317
H: 0.0160 5.3684 4.2011
H: 2.4849 4.0004 3.6688
H: 3.2545 1.5595 3.4926
H: -1.5901 2.8753 2.0333
H: -4.1869 -1.3410 3.4596
H: -3.6023 -0.4229 2.0321
H: -5.4849 -2.3903 1.8974
H: -4.0387 -3.4949 1.6223
H: -3.2811 -1.4918 -0.0701
H: -4.5499 -2.6963 -0.6285
H: -6.1124 -0.9390 -0.8303
H: -5.8480 -0.3139 0.8579
H: -6.0248 2.2138 -0.2160
H: -4.8048 1.7907 1.0619
H: -4.2817 2.6546 -0.4667
H: -4.5795 0.5227 -4.2887
H: -3.7095 -0.6954 -3.2607
H: -3.1564 1.0769 -3.3169
H: -2.8450 -3.8317 4.0177
H: -0.4632 -4.5663 4.6623
H: 1.6418 -3.1083 3.9543
C: -5.8610 -4.8764 5.1079
Cl: -7.3565 -3.9647 5.3350
Cl: -4.6176 -3.8417 4.3865
Cl: -5.3014 -5.5541 6.6406
H: -6.0586 -5.6962 4.4239
C: -10.2890 -3.0114 2.4044
Cl: -10.7857 -1.3155 2.3335
Cl: -8.5666 -3.1693 2.0426
Cl: -10.6606 -3.6992 3.9929
H: -10.8469 -3.5624 1.6549
C: -0.1901 2.9195 -3.8724
Cl: -0.5385 2.2964 -2.2562
Cl: -1.6854 3.1586 -4.7831
Cl: 0.7280 4.4298 -3.7726
H: 0.4161 2.1876 -4.3974
C: 0.2728 -6.3495 1.1872
Cl: -0.6055 -5.1893 2.2006
Cl: -0.7683 -7.7121 0.7434
Cl: 0.9076 -5.5554 -0.2592
H: 1.1099 -6.7343 1.7593
C: 4.6705 1.6925 0.1304
Cl: 5.7831 2.8620 -0.5968
Cl: 5.5210 0.7028 1.3217
Cl: 3.2947 2.5239 0.8669
H: 4.2980 1.0425 -0.6558
C: 6.8908 1.4061 -3.8191
Cl: 6.3981 1.7787 -5.4739
Cl: 5.8148 0.1998 -3.1065
Cl: 8.5662 0.8430 -3.7806
H: 6.8221 2.3148 -3.2291
C: 3.7825 -5.8214 5.1673
Cl: 2.3862 -5.9734 6.2384
Cl: 3.4602 -6.6045 3.6140
Cl: 4.2057 -4.1231 4.9285
H: 4.6267 -6.3220 5.6327
C: -9.4092 -5.4903 -0.9771
Cl: -10.9175 -4.5897 -0.7667
Cl: -8.1582 -4.4521 -1.6686
Cl: -8.8678 -6.1776 0.5594
H: -9.5955 -6.3063 -1.6682
C: -3.2262 6.6202 -7.0718
Cl: -3.0101 6.5061 -8.8225
Cl: -4.3972 5.4195 -6.5114
Cl: -1.6818 6.4155 -6.2396
H: -3.6115 7.6080 -6.8387
C: 12.4692 0.5370 -3.6774
Cl: 12.4212 -1.1705 -4.1365
Cl: 13.8673 0.8646 -2.6487
Cl: 12.4993 1.5659 -5.1129
H: 11.5695 0.7635 -3.1133
C: 4.4106 -4.7816 9.8087
Cl: 4.8541 -4.2522 8.1797
Cl: 2.8105 -5.5276 9.8109
Cl: 5.6185 -5.9021 10.4480
H: 4.3798 -3.9086 10.4533
C: 0.9077 5.0300 -9.4913
Cl: 0.3524 6.7061 -9.5661
Cl: 2.6486 4.9385 -9.7856
Cl: 0.5017 4.3088 -7.9287
H: 0.4005 4.4670 -10.2691
C: -0.3142 7.6590 -2.3630
Cl: -0.6694 7.0284 -0.7506
Cl: -1.8072 7.8993 -3.2781
Cl: 0.5974 9.1705 -2.2525
H: 0.2941 6.9304 -2.8883
C: 1.6023 -4.4796 13.8094
Cl: 3.0308 -3.9015 12.9402
Cl: 0.6029 -5.4946 12.7646
Cl: 2.0764 -5.3624 15.2640
H: 1.0151 -3.6174 14.1097
C: -2.6821 10.5304 -0.7047
Cl: -3.0367 9.8989 0.9077
Cl: -4.1751 10.7707 -1.6200
Cl: -1.7708 12.0409 -0.5946
H: -2.0731 9.8016 -1.2307
C: -5.5719 7.2200 4.6655
Cl: -4.9068 8.5467 5.6263
Cl: -4.2725 6.3004 3.8897
Cl: -6.5707 6.1628 5.6726
H: -6.2009 7.6440 3.8889
C: 14.0390 -4.6595 -5.1706
Cl: 14.1472 -4.8504 -6.9239
Cl: 12.9207 -5.8459 -4.4847
Cl: 15.6348 -4.8088 -4.4289
H: 13.6553 -3.6652 -4.9581
C: 0.1039 3.8301 -13.8136
Cl: -0.2533 3.1945 -12.2017
Cl: -1.3865 4.0744 -14.7290
Cl: 1.0175 5.3374 -13.6961
H: 0.7125 3.1013 -14.3396
C: 7.0733 -4.4423 1.7613
Cl: 6.4574 -2.7905 1.6469
Cl: 8.7880 -4.4986 1.3349
Cl: 6.8174 -5.0894 3.3858
H: 6.5258 -5.0601 1.0561
C: 12.1354 -8.1999 -7.8179
Cl: 12.6153 -7.6750 -9.4362
Cl: 10.5199 -8.9167 -7.8490
Cl: 13.3106 -9.3439 -7.1605
H: 12.1098 -7.3280 -7.1705
C: -9.2329 0.6140 -0.5566
Cl: -9.2980 -1.0757 -1.0754
Cl: -7.8332 0.8858 0.4942
Cl: -9.1872 1.6897 -1.9548
H: -10.1323 0.8327 0.0106

Computed properties:
total charge = 0
E_HOMO = -8.79 eV
HOMO-LUMO gap = 0.2996 Ha
total energy = -31013.31573 Eh


5.
The following is a DFT calculation (wB97M-V/def2-TZVPD) of a molecular structure, C13H19ClDySi.

Cartesian coordinates (Å):
C: 1.0345 -0.9966 -3.4744
C: -0.1207 -0.1396 -3.4016
C: -0.9015 -0.5396 -2.2713
H: -0.3967 0.6352 -4.1108
C: -0.2649 -1.6660 -1.6687
C: 0.9407 -1.9438 -2.4008
H: 1.5927 -2.7995 -2.2335
H: 1.7871 -0.9906 -4.2665
H: -1.8380 -0.0988 -1.9433
H: -0.6744 -2.2493 -0.8421
Dy: 1.2469 0.3456 -1.3902
Cl: 2.1047 2.4152 -2.4074
C: -2.3086 2.2959 1.5348
C: -2.7439 0.9329 1.5661
C: -3.4323 0.6636 0.3492
H: -2.5866 0.2290 2.3743
C: -3.4253 1.8533 -0.4396
C: -2.7303 2.8635 0.2970
H: -2.5697 3.8877 -0.0317
H: -1.7093 2.7891 2.2974
H: -3.9268 -0.2748 0.0821
H: -3.9061 1.9761 -1.4089
C: 0.6635 -0.2975 3.0636
Si: 1.4393 -0.5933 1.3820
C: 2.9403 0.5743 1.1108
C: 2.0486 -2.3715 1.2045
H: 0.2817 0.7336 3.1304
H: 1.3892 -0.4644 3.8801
H: -0.1951 -0.9735 3.2077
H: 3.6966 0.2571 1.8454
H: 3.4051 0.5275 0.0997
H: 2.6616 1.6157 1.3381
H: 2.6862 -2.6208 2.0696
H: 1.1853 -3.0568 1.1826
H: 2.6264 -2.5187 0.2755

Computed properties:
multiplicity = 6
energy above the lowest of the compared OMol25 structures with the same formula, charge and spin = 0.00 kcal/mol
total charge = -1
E_HOMO (spin up / spin down) = -2.77 / -2.77 eV
HOMO-LUMO gap (spin up / spin down) = 0.1827 / 0.1835 Ha
total energy = -2141.51050 Eh


6.
The following is a DFT calculation (wB97M-V/def2-TZVPD) of a molecular structure, C53H45Cl2N5O7PbS.

Cartesian coordinates (Å):
Pb: 2.5206 -1.5439 2.7701
C: 8.6673 5.6529 4.1621
O: 7.6540 5.7757 3.2559
C: 7.0556 4.6328 3.0262
C: 7.1286 3.4887 3.7012
C: 6.2214 2.4217 3.3783
C: 5.2011 2.6470 2.4090
C: 5.0662 3.8787 1.7484
C: 5.9951 4.7868 2.0574
C: 4.1550 1.7324 2.1932
C: 3.0073 1.8445 2.8868
C: 2.5031 2.9441 3.7837
C: 1.1146 2.7768 3.8969
C: 0.8197 1.5293 3.2604
N: 2.0018 0.9150 2.9768
C: -0.3865 0.9803 2.8867
C: -0.4809 -0.3182 2.1698
C: -1.6416 -0.7234 1.2600
C: -1.6462 -0.0631 0.1119
C: 1.8877 -5.2434 3.3526
C: 1.2064 -5.3704 2.1827
C: 0.5162 -6.6174 2.0589
C: 1.2292 -7.5768 1.1990
C: 0.4007 -8.4791 0.6180
C: -0.8841 -8.8492 1.0867
O: -1.4881 -9.7155 0.1415
C: -2.8821 -9.4124 0.0613
C: -1.3432 -8.1747 2.1300
C: -0.6654 -6.9303 2.5482
C: 1.6119 -4.5302 1.1163
N: 2.5930 -3.6497 1.0628
C: 2.7113 -3.2212 -0.2897
C: 3.3781 -2.2021 -0.7751
C: 3.1571 -1.5671 -2.0646
C: 2.4718 -0.5155 -2.2244
C: 2.2058 -0.1638 -3.5997
C: 2.8404 -0.7171 -4.6314
O: 2.5133 -0.5485 -5.9566
C: 1.4387 0.4392 -6.1280
C: 3.7624 -1.8428 -4.4220
C: 3.9537 -2.1599 -3.0573
C: 4.2525 -1.0906 -0.0908
C: 5.4698 -0.5690 -0.5058
C: 5.6520 0.6047 0.3241
C: 4.4946 0.6554 1.1507
N: 3.7829 -0.4871 0.9422
C: 1.6783 -3.8270 -1.0180
C: 0.8662 -4.5806 -0.0798
N: 2.2079 -5.0632 4.4640
C: -1.4788 1.9891 3.2560
C: -1.2590 3.3701 3.2071
C: -2.0529 4.1403 4.0597
C: -3.2478 3.5562 4.7076
O: -3.8468 4.3274 5.7528
C: -3.0931 4.8446 6.9235
C: -3.4607 2.1220 4.7175
C: -2.7306 1.4495 3.7984
H: 8.4447 5.0005 5.0215
H: 9.5269 5.1359 3.7034
H: 8.9268 6.5631 4.6067
H: 8.0949 3.4257 4.2713
H: 6.1502 1.5408 4.0082
H: 4.3215 4.0002 0.9682
H: 5.9132 5.8041 1.6917
H: 3.1576 3.8049 4.1617
H: 0.4041 3.4954 4.1466
H: -2.3513 -1.4822 1.7446
H: -0.8163 0.6079 0.0080
H: 2.1745 -7.3650 0.6883
H: 0.5365 -9.1746 -0.1955
H: -3.4591 -10.3388 -0.0386
H: -3.1942 -8.9345 1.0077
H: -3.0319 -8.7557 -0.7959
H: -2.2177 -8.6026 2.6411
H: -1.2568 -6.3891 3.2187
H: 1.7964 -0.0569 -1.5250
H: 1.3437 0.5347 -3.7827
H: 0.5835 -0.0211 -5.6313
H: 1.7271 1.4316 -5.7649
H: 1.2524 0.7187 -7.1735
H: 4.0617 -2.4636 -5.2898
H: 4.5136 -3.0429 -2.7906
H: 6.0795 -0.7143 -1.4231
H: 6.4945 1.3087 0.3701
H: 1.5241 -4.0247 -2.0445
H: 0.2525 -5.2450 -0.6542
H: -0.7536 3.9569 2.3986
H: -2.0477 5.1487 3.6455
H: -2.4672 5.6635 6.5774
H: -3.8819 5.2750 7.3735
H: -2.2856 4.1394 7.2470
H: -4.3212 1.7149 5.1944
H: -2.7310 0.4216 3.7766
O: -14.0745 -11.1377 -14.7578
C: -13.4943 -10.2816 -15.0877
Cl: 1.7729 -2.3772 -12.1047
C: 0.1419 -1.7201 -11.9469
Cl: -0.6389 -1.6375 -13.5385
H: 0.1569 -0.7482 -11.5409
H: -0.3817 -2.4774 -11.3373
N: -7.3812 -1.9571 -12.4218
C: -8.1287 -1.1044 -12.1310
H: -7.0329 -2.6056 -13.0730
O: 0.3179 -1.2245 2.4488
C: -9.0859 4.6794 0.3189
S: -12.8129 11.7447 0.0585
C: -11.4112 10.7439 1.0311
O: -12.5111 13.2316 -0.1599
H: -7.9857 5.2930 -0.0185
H: -10.1324 4.1701 0.2030
H: -8.8940 4.4583 1.3925
H: -11.1694 10.1341 0.1997
H: -11.9031 10.5189 2.1092
H: -10.6221 11.4644 1.0420

Computed properties:
total charge = -2
E_HOMO (spin up / spin down) = -0.74 / -0.74 eV
HOMO-LUMO gap (spin up / spin down) = 0.0523 / 0.1167 Ha
total energy = -4357.69552 Eh


7.
The following is a DFT calculation (wB97M-V/def2-TZVPD) of 2 unconnected molecules or ions with the total composition C4H12NO.

Cartesian coordinates (Å):
C: 1.6815 1.7486 -0.1821
C: 0.4397 0.8896 0.0771
C: -0.4239 0.7657 -1.1712
C: -1.5745 -1.1760 -0.1765
N: -1.2684 -0.4568 -1.1701
H: 2.2660 1.8531 0.7172
H: 2.2127 1.2890 -1.0134
H: 1.3947 2.7409 -0.5267
H: 0.8184 -0.1176 0.2933
H: -0.1885 1.1678 0.9158
H: -1.0876 1.5928 -1.3909
H: 0.2438 0.6261 -2.0159
H: -1.0462 -1.1530 0.7668
H: -2.3856 -1.8903 -0.2401
H: -1.8196 -0.5985 -2.0067
H: 1.0363 -2.4740 2.2787
H: -0.4132 -2.4873 2.8161
O: 0.1145 -2.3201 2.0287

Computed properties:
energy above the lowest of the compared OMol25 structures with the same formula, charge and spin = 27.19 kcal/mol
total charge = +1
E_HOMO = -15.59 eV
HOMO-LUMO gap = 0.4045 Ha
total energy = -289.33152 Eh


8.
The following is a DFT calculation (wB97M-V/def2-TZVPD) of 2 unconnected molecules or ions with the total composition C4H13N2O2.

Cartesian coordinates (Å):
N: -1.6166 -1.6725 -2.0856
C: -1.1403 -1.2975 -0.7329
C: 0.2196 -0.8071 -0.6991
N: 0.8482 -0.3704 0.4046
C: 0.1679 -0.2140 1.6926
C: 1.8520 0.6848 0.1223
O: 0.8054 -0.7922 -1.7988
H: -2.5367 -2.1710 -2.0529
H: -0.9155 -2.2574 -2.5892
H: -1.5298 -0.8543 -2.7007
H: -1.3477 -2.1857 -0.0456
H: -1.8286 -0.6033 -0.1935
H: -0.5656 -1.0134 1.7719
H: 0.8934 -0.1418 2.4847
H: -0.5409 0.6122 1.7146
H: 2.0894 1.3956 0.9437
H: 2.7743 0.2162 -0.1662
H: 1.5480 1.4001 -0.6663
H: 0.2317 3.4369 0.7493
H: 0.2765 3.6632 2.2584
O: 0.3153 2.9713 1.5888

Computed properties:
energy above the lowest of the compared OMol25 structures with the same formula, charge and spin = 59.15 kcal/mol
total charge = +1
E_HOMO = -13.23 eV
HOMO-LUMO gap = 0.3517 Ha
total energy = -419.93117 Eh


Number 8 is which compound?
C4H13N2O2